Entry 1:
Formula: C4H7NS2
Source: OMol25
Level of theory: ωB97M-V with the def2-TZVPD basis set

Calculated values
* electronic energy: -1007.62018 a.u.
* LUMO level (alpha / beta): 0.16 / 0.16 eV
* energy relative to the best compared isomer or geometry (same formula, charge and spin): 299.5 kJ/mol
* HOMO (alpha / beta): -8.0 / -8.0 eV
* HOMO-LUMO gap (alpha / beta): 0.300 / 0.300 hartree

```
! wB97M-V def2-TZVPD RIJCOSX def2/J DEFGRID3
* xyz 0 1
C 0.057 0.633 0.905
C -1.045 0.845 -0.082
C -1.447 -0.371 -0.769
C 2.103 -0.576 0.276
N 1.262 0.278 0.612
S 3.749 -0.284 -0.324
S -2.153 -1.642 0.301
H -0.021 0.991 1.915
H -1.734 1.460 0.513
H -0.613 1.368 -1.013
H -0.648 -0.829 -1.212
H -2.223 -0.229 -1.453
H 3.826 0.986 0.051
H -1.113 -2.630 0.278
*
```

Entry 2:
Formula: C3H7NO
Source: OMol25
Level of theory: ωB97M-V with the def2-TZVPD basis set

Calculated values
* electronic energy: -248.42247 a.u.
* LUMO level: 0.85 eV
* SMILES string: [H]/N=C/OCC
* energy relative to the best compared isomer or geometry (same formula, charge and spin): 273.1 kJ/mol
* HOMO: -9.5 eV
* HOMO-LUMO gap: 0.379 hartree

```
! wB97M-V def2-TZVPD RIJCOSX def2/J DEFGRID3
* xyz 0 1
H 1.760 -2.791 -0.539
N 1.721 -1.862 -0.976
C 0.665 -1.207 -0.628
O 0.431 -0.053 -1.097
C -0.888 0.675 -0.339
C -0.353 1.288 0.897
H -0.154 -1.584 0.031
H -1.079 1.456 -1.152
H -1.496 -0.257 -0.157
H -1.139 1.927 1.571
H 0.010 0.393 1.644
H 0.523 2.015 0.746
*
```

Entry 3:
Formula: C3H13N4
Source: OMol25
Level of theory: ωB97M-V with the def2-TZVPD basis set

Calculated values
* electronic energy: -340.40172 a.u.
* LUMO level (alpha / beta): -8.22 / -14.04 eV
* energy relative to the best compared isomer or geometry (same formula, charge and spin): 131.2 kJ/mol
* HOMO (alpha / beta): -19.5 / -19.4 eV
* HOMO-LUMO gap (alpha / beta): 0.413 / 0.198 hartree

```
! wB97M-V def2-TZVPD RIJCOSX def2/J DEFGRID3
* xyz 2 2
N 1.338 -0.111 0.085
C 1.554 0.390 -1.091
N 0.876 1.511 -1.550
N 2.484 -0.024 -2.006
H 0.391 0.177 0.929
H 1.873 -0.981 0.026
H 1.412 2.145 -2.154
H 0.410 2.087 -0.851
H 3.043 -0.875 -1.874
H 2.295 0.156 -2.999
C -1.800 -1.500 0.774
C -1.853 -0.003 0.977
N -0.617 0.485 1.658
H -1.878 -2.058 1.720
H -2.635 -1.843 0.170
H -0.874 -1.873 0.318
H -1.916 0.491 -0.002
H -2.767 0.289 1.511
H -0.701 1.493 1.782
H -0.635 0.044 2.578
*
```

Entry 4:
Formula: C4H7N3O
Source: OMol25
Level of theory: ωB97M-V with the def2-TZVPD basis set

Calculated values
* electronic energy: -395.94179 a.u.
* LUMO level: 0.18 eV
* energy relative to the best compared isomer or geometry (same formula, charge and spin): 542.5 kJ/mol
* HOMO: -8.6 eV
* HOMO-LUMO gap: 0.324 hartree

```
! wB97M-V def2-TZVPD RIJCOSX def2/J DEFGRID3
* xyz 0 1
N 1.383 0.274 -0.433
C 0.250 -0.457 0.038
C -0.468 0.166 1.161
N 2.648 -0.349 -0.277
C -1.271 0.595 -0.478
C -2.150 -0.181 -1.090
N -0.798 0.854 2.104
O 0.154 -1.680 -0.152
H 1.426 1.257 -0.192
H 2.679 -0.867 0.599
H 2.738 -1.037 -1.015
H -0.312 0.776 2.993
H -1.283 1.677 -0.511
H -2.016 -1.258 -1.092
H -2.979 0.231 -1.654
*
```

Entry 5:
Formula: C28H25BCoN6O3S
Source: OMol25
Level of theory: ωB97M-V with the def2-TZVPD basis set

Calculated values
* electronic energy: -3441.86225 a.u.
* LUMO level: -3.42 eV
* energy relative to the best compared isomer or geometry (same formula, charge and spin): 111.8 kJ/mol
* HOMO: -11.6 eV
* HOMO-LUMO gap: 0.299 hartree

```
! wB97M-V def2-TZVPD RIJCOSX def2/J DEFGRID3
* xyz 1 1
Co -0.618 1.045 0.852
O -0.697 3.111 4.257
C -0.470 2.396 3.319
N -1.052 2.409 2.068
C -2.179 3.163 1.808
O -2.729 3.953 2.525
C -2.683 2.863 0.433
C -3.781 3.509 -0.096
C -4.136 3.236 -1.404
C -3.378 2.325 -2.130
C -2.312 1.699 -1.516
N -1.969 1.970 -0.253
C 0.532 1.292 3.394
C 1.163 0.957 4.575
C 2.042 -0.110 4.571
C 2.270 -0.791 3.381
C 1.605 -0.389 2.241
N 0.751 0.642 2.249
H -4.319 4.206 0.532
H -4.986 3.727 -1.858
H -3.612 2.090 -3.158
H -1.725 0.961 -2.041
H 0.936 1.535 5.460
H 2.538 -0.415 5.482
H 2.944 -1.635 3.337
H 1.743 -0.891 1.300
O -0.479 -0.484 -0.452
S 0.001 -0.665 -1.886
C -0.746 -2.192 -2.382
C -0.799 -2.464 -3.742
C -1.388 -3.647 -4.156
C -1.924 -4.521 -3.217
C -1.871 -4.222 -1.861
C -1.280 -3.044 -1.428
C 1.709 -1.165 -1.803
C 2.127 -1.983 -0.764
C 3.466 -2.326 -0.681
C 4.367 -1.849 -1.630
C 3.932 -1.038 -2.667
C 2.590 -0.687 -2.758
H -0.389 -1.768 -4.464
H -1.440 -3.885 -5.210
H -2.396 -5.437 -3.545
H -2.296 -4.903 -1.137
H -1.253 -2.779 -0.379
H 1.403 -2.358 -0.051
H 3.809 -2.979 0.111
H 5.411 -2.124 -1.563
H 4.637 -0.673 -3.402
H 2.237 -0.052 -3.562
B -2.258 -1.618 3.973
C -2.005 -0.764 2.695
N -1.731 -0.124 1.771
H -1.188 -1.620 4.556
H -2.639 -2.712 3.623
H -3.115 -1.063 4.620
N 2.154 1.929 0.172
C 2.935 2.540 -0.731
C 2.118 2.961 -1.754
C 0.834 2.557 -1.373
N 0.867 1.922 -0.204
H 2.421 1.541 1.061
H 3.997 2.633 -0.579
H 2.401 3.492 -2.645
H -0.096 2.714 -1.888
*
```

Entry 6:
Formula: C9H14N2O
Source: OMol25
Level of theory: ωB97M-V with the def2-TZVPD basis set

Calculated values
* electronic energy: -536.04003 a.u.
* LUMO level: 0.79 eV
* SMILES string: Cc1ccc(C)n1CCC(N)=O
* energy relative to the best compared isomer or geometry (same formula, charge and spin): 114.8 kJ/mol
* HOMO: -7.9 eV
* HOMO-LUMO gap: 0.320 hartree

```
! wB97M-V def2-TZVPD RIJCOSX def2/J DEFGRID3
* xyz 0 1
C 2.025 1.958 0.217
C 1.616 0.480 0.354
C 2.341 -0.702 0.584
C 1.655 -1.839 -0.022
C 0.403 -1.251 -0.505
C -0.714 -2.107 -1.143
N 0.510 0.111 -0.430
C -0.456 0.952 -1.001
C -1.689 1.334 -0.085
C -2.277 0.154 0.716
N -1.587 -0.234 1.943
O -3.250 -0.427 0.270
H 1.290 2.537 0.725
H 2.047 2.319 -0.838
H 3.059 2.194 0.528
H 3.329 -0.656 1.139
H 1.717 -2.921 0.278
H -1.691 -1.668 -0.823
H -0.741 -3.138 -0.817
H -0.635 -2.266 -2.234
H 0.094 2.004 -1.147
H -0.740 0.506 -2.149
H -2.506 1.770 -0.653
H -1.312 2.046 0.682
H -0.693 0.012 2.121
H -1.796 -1.168 2.291
*
```